C32H54ClEuI2N15Se as an isolated structure at a distorted geometry, computed with wB97M-V/def2-TZVPD.

The geometry in XYZ format:
```
106
Properties=species:S:1:pos:R:3
Eu -0.0595 0.3821 -0.3809
C -4.0914 2.3461 3.8311
N -2.9030 1.5817 3.5212
C -2.4879 0.6375 4.5271
C -2.1790 1.8463 2.3751
N -1.8401 0.9063 1.5206
C -2.5371 -0.3649 1.7238
C -2.9050 -1.0433 0.4024
N -1.7423 -1.5283 -0.3564
C -1.1732 -2.7374 0.2654
C 0.3556 -2.6367 0.4312
N 0.7450 -1.4934 1.2609
C 1.2698 -1.7501 2.4301
N 1.3437 -3.0329 2.9580
C 2.5940 -3.5389 3.4784
C 0.1631 -3.7695 3.3478
N 1.8706 -0.7867 3.1666
C 1.9850 -0.8655 4.6085
C 2.2402 0.4974 2.6320
C -2.1558 -1.7723 -1.7480
C -1.0008 -2.2324 -2.6301
N 0.1386 -1.3160 -2.5786
C 0.9769 -1.4437 -3.5730
N 0.9776 -2.4963 -4.4611
C 0.9829 -2.2463 -5.8867
C 0.9233 -3.8932 -4.0988
N 1.9407 -0.5015 -3.7838
C 1.6654 0.9121 -3.6974
C 3.1692 -0.8208 -4.4709
N -1.8590 3.1492 2.1993
C -1.7345 4.0453 3.3275
C -1.8280 3.8235 0.9261
H -4.9352 1.6613 3.9530
H -4.3314 3.0035 3.0000
H -3.9844 2.9294 4.7515
H -2.3899 1.1502 5.4904
H -1.5214 0.2166 4.2598
H -3.2137 -0.1715 4.6555
H -3.4837 -0.1848 2.2480
H -1.9275 -1.0414 2.3412
H -3.4425 -0.3050 -0.1975
H -3.6008 -1.8717 0.6065
H -1.4174 -3.6264 -0.3283
H -1.6235 -2.8772 1.2502
H 0.8109 -2.4978 -0.5596
H 0.7290 -3.5785 0.8513
H 3.4046 -2.8738 3.1924
H 2.7834 -4.5239 3.0426
H 2.5911 -3.6518 4.5673
H -0.7227 -3.1591 3.1843
H 0.2112 -4.0200 4.4134
H 0.0661 -4.7045 2.7862
H 1.4298 -1.7125 5.0016
H 1.5723 0.0467 5.0474
H 3.0315 -0.9435 4.9182
H 2.2892 0.4426 1.5465
H 3.2216 0.7810 3.0183
H 1.5234 1.2727 2.9196
H -2.5527 -0.8397 -2.1583
H -2.9498 -2.5356 -1.7963
H -1.3780 -2.2961 -3.6583
H -0.7134 -3.2461 -2.3299
H 0.9309 -1.1779 -6.0735
H 0.0989 -2.7076 -6.3361
H 1.8717 -2.6661 -6.3668
H 1.2556 -4.0314 -3.0717
H 1.6066 -4.4431 -4.7509
H -0.0750 -4.3264 -4.2242
H 0.8822 1.0833 -2.9527
H 1.3385 1.2963 -4.6708
H 2.5734 1.4451 -3.4178
H 3.3218 -1.8960 -4.4858
H 3.9974 -0.3633 -3.9234
H 3.1851 -0.4420 -5.4962
H -1.6584 3.4856 4.2560
H -2.5743 4.7431 3.3878
H -0.8162 4.6237 3.2052
H -1.6922 3.0950 0.1337
H -0.9976 4.5298 0.9027
H -2.7639 4.3763 0.7785
I 0.0656 4.0808 -2.5925
C -1.4500 3.9642 -4.1207
I -1.6741 2.0175 -4.9736
H -1.1754 4.6386 -4.9241
H -2.4007 4.2417 -3.6781
Se 2.0246 4.3877 2.0853
C 1.3065 3.1696 1.1179
N 0.8479 2.3072 0.4565
Cl 5.1769 3.4247 -1.0024
C 4.6001 1.8163 -0.8640
C 5.4640 0.7516 -0.6349
C 4.9124 -0.5136 -0.5216
C 3.5381 -0.6700 -0.6264
N 2.7027 0.3477 -0.8459
C 3.2355 1.5634 -0.9790
H 6.5269 0.9146 -0.5521
H 5.5469 -1.3686 -0.3521
H 3.0843 -1.6478 -0.5266
H 2.5587 2.3901 -1.1599
N -1.7400 1.3422 -1.6377
C -2.8011 1.8347 -1.5199
C -4.0186 2.4101 -1.3725
C -4.4123 3.3834 -2.2915
N -4.6261 4.1861 -3.0883
C -4.7718 2.0312 -0.2581
N -5.3266 1.6719 0.6840
```

## Properties
- Energy above the lowest of the compared OMol25 structures with the same formula, charge and spin: 0.060 eV
- Frontier orbital gap (alpha / beta): 5.789 / 7.457 eV
- Spin multiplicity: 8

Results of the Mulliken charge analysis, in e, for atoms 1 through 5: atom 1 (Eu): 0.557, atom 2 (C): -1.241, atom 3 (N): 0.900, atom 4 (C): -0.998, atom 5 (C): -1.580

***

CH2Br2N2O as an isolated structure at a distorted geometry, computed with wB97M-V/def2-TZVPD.

The geometry in XYZ format:
```
8
Properties=species:S:1:pos:R:3
C 0.0997 -0.4052 -0.4380
N 1.2473 0.1665 -0.2342
N -0.8698 0.4450 0.5343
O -0.3121 -1.2820 -1.1558
Br -1.0370 -0.3721 2.1289
Br -2.4954 0.8117 -0.4071
H 1.4332 0.8128 0.4390
H 1.9341 -0.1767 -0.8671
```

## Properties
- Energy above the lowest of the compared OMol25 structures with the same formula, charge and spin: 0.629 eV
- Frontier orbital gap: 8.856 eV

Results of the Mulliken charge analysis, in e, for atoms 1 through 5: atom 1 (C): 0.610, atom 2 (N): -0.275, atom 3 (N): -0.288, atom 4 (O): -0.515, atom 5 (Br): 0.021

***

A 6-piece molecular cluster, C50H49F10IN9O13PS overall at a distorted geometry, computed with wB97M-V/def2-TZVPD.

The geometry in XYZ format:
```
134
Properties=species:S:1:pos:R:3
C 7.0903 4.3241 -2.3759
C 7.7060 3.1105 -1.5027
N 7.3099 3.1706 -0.0620
C 5.8582 2.9061 0.1208
N 5.2498 1.9678 -0.7609
C 3.8466 1.7729 -0.5026
C 3.0810 0.7723 -1.4628
C 3.9487 0.0751 -2.6420
C 4.8296 -1.1057 -1.9539
O 5.3337 -1.0117 -0.8189
F 5.0695 -2.3452 -2.6585
C 1.5677 0.4981 -1.2649
P 0.7165 -0.6742 -2.4922
O 0.5191 0.1084 -4.0382
O 1.6305 -2.1164 -2.6577
C 0.8041 1.1819 -0.0783
C -0.7539 0.9661 0.2092
C -1.0323 -0.0390 1.4649
C -0.8844 -1.5359 0.8889
C -2.1271 -2.5039 1.1862
C -3.4981 -2.0369 0.4352
F -3.2977 -0.9289 -0.4461
F -4.3187 -1.5017 1.5143
C -4.3462 -3.2442 -0.1803
F -4.2416 -4.3951 0.6732
F -5.7278 -2.8678 -0.1553
S -3.9162 -3.7814 -1.9139
F -2.3401 -3.2501 -1.8348
F -4.4870 -2.3893 -2.6243
F -5.4491 -4.5121 -2.0112
F -3.3655 -5.2703 -1.3019
F -3.5864 -4.3631 -3.4466
C 1.5781 2.1500 0.8488
I 0.4966 3.1014 2.5172
C 3.1214 2.4963 0.6555
N 3.6781 3.4511 1.5795
C 5.0614 3.6018 1.2662
C 5.9043 4.6230 2.2176
N 6.2896 5.8640 1.4879
C 5.0799 6.6702 1.0957
H 7.2544 5.3157 -1.8317
H 5.9479 4.1566 -2.4801
H 7.5284 4.3155 -3.4375
H 8.8570 3.2508 -1.5244
H 7.5205 2.0795 -1.9822
H 7.8104 2.4800 0.5154
H 3.3034 -0.3312 -3.4890
H 4.6794 0.8636 -3.0563
H -0.4559 0.2831 -4.0592
H 1.7810 -2.3600 -3.6002
H -1.2477 0.5472 -0.7493
H -1.3020 1.9400 0.4527
H -0.3729 0.1956 2.3663
H -2.1277 0.1110 1.8010
H 0.0526 -1.9918 1.3904
H -0.6746 -1.5659 -0.2406
H -1.8784 -3.5336 0.7136
H -2.3628 -2.6664 2.2911
H 6.8860 4.0776 2.4761
H 5.2752 4.8158 3.1541
H 6.7537 5.5790 0.6108
H 4.6891 6.2238 0.0992
H 4.2738 6.5751 1.8964
H 5.3284 7.7633 0.8807
C -8.2696 -3.7087 1.3582
C -8.0547 -5.0608 1.1076
C -8.9916 -6.0030 1.5190
C -10.1446 -5.5782 2.1781
C -10.3618 -4.2262 2.4386
C -9.4178 -3.2915 2.0258
N -11.1459 -6.5641 2.5910
O -10.9126 -7.7454 2.3623
O -12.1593 -6.1532 3.1367
H -7.5396 -2.9765 1.0310
H -7.1568 -5.3799 0.5880
H -8.8122 -7.0535 1.3175
H -11.2537 -3.8879 2.9550
H -9.5784 -2.2363 2.2208
C -8.3593 -10.0709 4.0405
C -7.6558 -11.0856 4.6836
C -8.2132 -11.7318 5.7821
C -9.4802 -11.3559 6.2260
C -10.1863 -10.3356 5.5909
C -9.6196 -9.6930 4.4946
N -10.0819 -12.0508 7.3669
O -9.4249 -12.9284 7.9111
O -11.2080 -11.7173 7.7084
H -7.9232 -9.5725 3.1796
H -6.6729 -11.3749 4.3259
H -7.6547 -12.5206 6.2741
H -11.1705 -10.0339 5.9328
H -10.1618 -8.8992 3.9907
C 3.1859 13.3598 1.8835
C 3.3033 12.8986 0.5754
C 3.3227 11.5318 0.3176
C 3.2192 10.6343 1.3795
C 3.1091 11.0899 2.6920
C 3.0934 12.4585 2.9404
N 3.2137 9.1943 1.1109
O 3.3311 8.8295 -0.0520
O 3.0886 8.4368 2.0619
H 3.1656 14.4276 2.0804
H 3.3766 13.6058 -0.2444
H 3.4146 11.1856 -0.7062
H 3.0330 10.3982 3.5241
H 3.0051 12.8239 3.9582
C 5.2843 -5.5852 -3.6622
C 5.1464 -6.7355 -4.4338
C 6.1892 -7.6531 -4.5091
C 7.3660 -7.4101 -3.8023
C 7.5128 -6.2563 -3.0340
C 6.4656 -5.3428 -2.9670
N 8.4575 -8.3859 -3.8583
O 8.3002 -9.3776 -4.5578
O 9.4621 -8.1559 -3.1996
H 4.4660 -4.8737 -3.6013
H 4.2236 -6.9183 -4.9748
H 6.0691 -8.5454 -5.1137
H 8.4269 -6.0574 -2.4850
H 6.5679 -4.4430 -2.3695
C -1.2365 8.8807 -3.1080
C -1.3543 7.7182 -3.8646
C -0.2986 6.8139 -3.9216
C 0.8709 7.0826 -3.2119
C 0.9976 8.2485 -2.4587
C -0.0624 9.1483 -2.4099
N 1.9761 6.1207 -3.2486
O 1.8360 5.1172 -3.9356
O 2.9737 6.3733 -2.5881
H -2.0649 9.5816 -3.0615
H -2.2714 7.5154 -4.4080
H -0.4032 5.9119 -4.5146
H 1.9060 8.4683 -1.9069
H 0.0248 10.0576 -1.8240
```

## Properties
- Frontier orbital gap: 6.845 eV
- SMILES string: CCNc1nc2c(CC(=O)F)c(P(O)O)c(CCCCC(F)(F)C(F)(F)S(F)(F)(F)(F)F)c(I)c2nc1CNC.O=[N+]([O-])c1ccccc1.O=[N+]([O-])c1ccccc1.O=[N+]([O-])c1ccccc1.O=[N+]([O-])c1ccccc1.O=[N+]([O-])c1ccccc1

Results of the Mulliken charge analysis, in e, for atoms 1 through 5: atom 1 (C): -0.803, atom 2 (C): -0.316, atom 3 (N): -0.240, atom 4 (C): -0.055, atom 5 (N): -0.082

***

A 2-piece molecular cluster, C2H3Cl2FS overall at a distorted geometry, computed with wB97M-V/def2-TZVPD.

The geometry in XYZ format:
```
9
Properties=species:S:1:pos:R:3
C -0.3367 -1.1069 0.0042
C -0.1164 0.3763 0.0326
F -1.2717 -1.4039 -0.9630
S 0.6808 1.0475 -1.3442
Cl 1.7903 0.5325 1.6568
Cl -1.2503 1.3195 0.8729
H -0.7341 -1.4706 0.9558
H 0.5893 -1.6186 -0.2714
H 0.6489 2.3242 -0.9436
```

## Properties
- Energy above the lowest of the compared OMol25 structures with the same formula, charge and spin: 1.585 eV
- Frontier orbital gap (alpha / beta): 7.838 / 7.841 eV

Results of the Mulliken charge analysis, in e, for atoms 1 through 5: atom 1 (C): -0.373, atom 2 (C): 0.289, atom 3 (F): -0.254, atom 4 (S): -0.046, atom 5 (Cl): -0.366

***

C46H50CaN11OSi2Te as an isolated structure, computed with wB97M-V/def2-TZVPD.

The geometry in XYZ format:
```
112
Properties=species:S:1:pos:R:3
Ca 0.1479 0.7019 1.4052
C 0.2215 1.3088 -3.2312
C -0.1497 1.2017 -1.8858
N 0.7066 0.9807 -0.9169
C 2.0428 0.8421 -1.1785
C 2.4992 0.9308 -2.5185
C 1.5482 1.1758 -3.5316
C 3.8608 0.7263 -2.8333
C 4.7046 0.3845 -1.8210
C 4.2679 0.3072 -0.4845
C 2.9706 0.5930 -0.0799
N 2.4499 0.5723 1.1990
C 3.1829 0.5445 2.3678
C 4.5510 0.7305 2.5284
C 5.2119 0.6484 3.7677
C 4.5381 0.3968 4.9251
C 3.1313 0.2956 4.8610
C 2.3633 0.1402 6.0372
C 0.9980 0.1045 5.9829
C 0.3995 0.2151 4.7234
N 1.0847 0.3427 3.6051
C 2.4500 0.3855 3.6194
H -0.5180 1.4734 -4.0020
H -1.1948 1.2922 -1.5992
H 1.8917 1.2387 -4.5574
H 4.1907 0.7969 -3.8612
H 5.7433 0.1608 -2.0288
H 4.9993 -0.0504 0.2166
H 5.1715 1.0017 1.6950
H 6.2851 0.7905 3.7815
H 5.0386 0.3237 5.8814
H 2.8840 0.0686 6.9848
H 0.3887 -0.0012 6.8693
H -0.6832 0.1916 4.6325
C -5.1794 -0.8956 -0.2470
N -4.2377 -0.1914 0.6090
C -2.9104 -0.3004 0.6297
N -2.4029 0.5968 1.4612
C -3.5096 1.2267 1.9458
N -4.6342 0.7960 1.4326
C -4.8504 -0.7109 -1.7103
C -5.2060 -1.6999 -2.6178
C -4.9106 -1.5533 -3.9668
C -4.2461 -0.4256 -4.4194
C -3.8864 0.5679 -3.5115
C -4.1951 0.4260 -2.1633
C -3.1628 1.7444 -3.9902
N -2.7842 2.0075 -5.1934
N -2.0998 3.2044 -5.1413
C -2.1123 3.5873 -3.9102
O -2.7793 2.7092 -3.1155
C -1.4827 4.7692 -3.3252
C -0.7669 5.6361 -4.1498
C -0.1362 6.7361 -3.5984
C -0.2013 6.9708 -2.2294
C -0.9156 6.1146 -1.4056
C -0.9431 6.3268 0.0907
N -0.2771 5.2276 0.7842
C -0.8037 4.0697 1.1725
N 0.1546 3.2110 1.4667
C 1.2936 3.9292 1.2358
N 1.0700 5.1452 0.7976
C -1.5640 5.0171 -1.9609
H -6.1649 -0.5036 -0.0012
H -5.1673 -1.9551 0.0104
H -2.3545 -1.0132 0.0396
H -3.4780 2.0197 2.6750
H -5.7123 -2.5935 -2.2701
H -5.1924 -2.3286 -4.6665
H -3.9956 -0.3027 -5.4643
H -3.9245 1.2171 -1.4730
H -0.7106 5.4300 -5.2101
H 0.4230 7.4104 -4.2329
H 0.3154 7.8209 -1.8010
H -1.9638 6.3796 0.4691
H -0.4248 7.2425 0.3632
H -1.8659 3.8886 1.2192
H 2.2834 3.5241 1.3738
H -2.1292 4.3379 -1.3324
C 2.3981 -4.8077 4.9046
Si 2.3260 -4.2726 3.1183
C 2.1760 -5.7493 1.9862
C 3.8164 -3.2351 2.6894
C 0.7955 -3.1868 2.9051
Te 0.6107 -2.4771 0.8874
C -1.0001 -3.7538 0.2898
Si -1.0993 -3.9414 -1.5893
C -2.6031 -4.9746 -1.9837
C -1.2765 -2.2563 -2.3895
C 0.4615 -4.7608 -2.1888
H 3.2801 -5.4226 5.0977
H 1.5179 -5.3901 5.1857
H 2.4502 -3.9368 5.5634
H 3.0520 -6.3958 2.0742
H 2.0958 -5.4417 0.9410
H 1.2977 -6.3505 2.2359
H 4.7349 -3.8145 2.8120
H 3.8884 -2.3626 3.3443
H 3.7851 -2.8774 1.6566
H 0.8600 -2.3056 3.5452
H -0.1388 -3.6988 3.1408
H -1.9349 -3.3887 0.7203
H -0.7916 -4.7326 0.7281
H -3.5172 -4.4964 -1.6211
H -2.5382 -5.9621 -1.5222
H -2.7076 -5.1175 -3.0621
H -2.2480 -1.7967 -2.1836
H -1.2060 -2.3501 -3.4767
H -0.4863 -1.5681 -2.0752
H 0.5795 -5.7528 -1.7466
H 1.3459 -4.1725 -1.9353
H 0.4394 -4.8826 -3.2743
```

## Properties
- Energy above the lowest of the compared OMol25 structures with the same formula, charge and spin: 0.006 eV
- Frontier orbital gap: 6.536 eV
- Charge: +1

Results of the Mulliken charge analysis, in e, for atoms 1 through 5: atom 1 (Ca): 2.374, atom 2 (C): -0.362, atom 3 (C): -0.410, atom 4 (N): 1.334, atom 5 (C): -1.110

***

The molecule C20H24N2O2, computed with wB97M-V/def2-TZVPD.

The geometry in XYZ format:
```
48
Properties=species:S:1:pos:R:3
C -4.5925 -0.9386 1.2795
H -5.1166 -0.1287 1.7793
H -4.7893 -1.8653 1.8139
H -4.9814 -1.0226 0.2665
C -3.0968 -0.6449 1.2529
N -2.3898 -1.7609 0.6429
C -1.0561 -1.8848 0.7524
O -0.3901 -1.1919 1.5034
C -0.4376 -2.9420 -0.1459
H 0.5598 -3.1800 0.2275
C -0.3538 -2.4615 -1.5978
C 0.5411 -1.2567 -1.9066
O 0.6692 -0.8862 -3.0586
N 1.1710 -0.6884 -0.8686
H 0.9304 -0.9271 0.0835
C 1.9942 0.4979 -1.0139
C 3.2245 0.3764 -0.1478
C 3.1079 0.1048 1.2109
C 4.2368 0.0076 2.0045
C 5.4947 0.1856 1.4536
C 5.6185 0.4593 0.1027
C 4.4892 0.5521 -0.6923
H 4.5893 0.7620 -1.7476
H 6.5967 0.5986 -0.3342
H 6.3750 0.1106 2.0751
H 4.1341 -0.2063 3.0585
H 2.1330 -0.0326 1.6562
C 1.1906 1.7485 -0.6418
H 1.8207 2.6315 -0.7114
H 0.3463 1.8598 -1.3177
H 0.8111 1.6646 0.3741
H 2.2791 0.5517 -2.0700
H -1.3478 -2.2050 -1.9745
H 0.0152 -3.2775 -2.2245
H -1.0440 -3.8501 -0.1093
H -2.8849 -2.3036 -0.0466
C -2.7990 0.6395 0.5074
C -2.4478 1.7892 1.1999
C -2.1697 2.9615 0.5194
C -2.2337 2.9945 -0.8629
C -2.5793 1.8506 -1.5619
C -2.8625 0.6814 -0.8797
H -3.1302 -0.2045 -1.4381
H -2.6228 1.8653 -2.6408
H -2.0090 3.9070 -1.3947
H -1.8944 3.8493 1.0693
H -2.3849 1.7627 2.2780
H -2.7142 -0.5527 2.2758
```

## Properties
- Energy above the lowest of the compared OMol25 structures with the same formula, charge and spin: 0.163 eV
- Frontier orbital gap: 9.649 eV
- SMILES string: C[C@H](NC(=O)CCC(=O)N[C@H](C)c1ccccc1)c1ccccc1

Results of the Mulliken charge analysis, in e, for atoms 1 through 5: atom 1 (C): -1.610, atom 2 (H): 0.403, atom 3 (H): 0.430, atom 4 (H): 0.377, atom 5 (C): -0.377

***

A 2-piece molecular cluster, C5H14NO overall at a distorted geometry, computed with wB97M-V/def2-TZVPD.

The geometry in XYZ format:
```
21
Properties=species:S:1:pos:R:3
C 0.3465 1.6828 0.2433
C 0.3950 1.0510 -1.1490
C 0.3572 -0.4522 -1.0355
C -0.7025 -1.1619 -1.4001
C 1.6587 -1.1063 -0.6353
N -0.9808 1.2816 0.8963
H 0.2944 2.7686 0.2338
H 1.2819 1.4780 0.7395
H -0.4508 1.4030 -1.7436
H 1.2496 1.3704 -1.7441
H -1.6459 -0.6505 -1.5632
H -0.6945 -2.2330 -1.5131
H 1.5249 -2.0807 -0.1619
H 2.1524 -0.4817 0.1174
H 2.3291 -1.2816 -1.4811
H -0.7373 0.5513 1.5715
H -1.6417 1.0582 0.1545
H -1.3990 2.1297 1.2775
H -0.4853 -1.8663 1.9463
H -1.7695 -2.0616 2.6918
O -1.0822 -1.3987 2.5549
```

## Properties
- Energy above the lowest of the compared OMol25 structures with the same formula, charge and spin: 1.501 eV
- Frontier orbital gap: 10.221 eV
- Charge: +1

Results of the Mulliken charge analysis, in e, for atoms 1 through 5: atom 1 (C): -0.621, atom 2 (C): -0.920, atom 3 (C): 0.931, atom 4 (C): -1.013, atom 5 (C): -1.279